{
  "formula": "C86H139N7O34",
  "method": "ωB97M-V/def2-TZVPD",
  "species": ["O", "O", "O", "O", "O", "O", "O", "O", "O", "O", "O", "O", "O", "O", "O", "O", "O", "O", "O", "O", "O", "O", "O", "O", "O", "O", "O", "O", "O", "O", "O", "O", "O", "O", "N", "N", "N", "N", "N", "N", "N", "C", "C", "C", "C", "C", "C", "C", "C", "C", "C", "C", "C", "C", "C", "C", "C", "C", "C", "C", "C", "C", "C", "C", "C", "C", "C", "C", "C", "C", "C", "C", "C", "C", "C", "C", "C", "C", "C", "C", "C", "C", "C", "C", "C", "C", "C", "C", "C", "C", "C", "C", "C", "C", "C", "C", "C", "C", "C", "C", "C", "C", "C", "C", "C", "C", "C", "C", "C", "C", "C", "C", "C", "C", "C", "C", "C", "C", "C", "C", "C", "C", "C", "C", "C", "C", "C", "H", "H", "H", "H", "H", "H", "H", "H", "H", "H", "H", "H", "H", "H", "H", "H", "H", "H", "H", "H", "H", "H", "H", "H", "H", "H", "H", "H", "H", "H", "H", "H", "H", "H", "H", "H", "H", "H", "H", "H", "H", "H", "H", "H", "H", "H", "H", "H", "H", "H", "H", "H", "H", "H", "H", "H", "H", "H", "H", "H", "H", "H", "H", "H", "H", "H", "H", "H", "H", "H", "H", "H", "H", "H", "H", "H", "H", "H", "H", "H", "H", "H", "H", "H", "H", "H", "H", "H", "H", "H", "H", "H", "H", "H", "H", "H", "H", "H", "H", "H", "H", "H", "H", "H", "H", "H", "H", "H", "H", "H", "H", "H", "H", "H", "H", "H", "H", "H", "H", "H", "H", "H", "H", "H", "H", "H", "H", "H", "H", "H", "H", "H", "H", "H", "H", "H", "H", "H", "H"],
  "xyz": [[3.095, 8.302, -0.135], [1.125, 2.370, -5.727], [-3.333, -3.936, 5.292], [3.718, 8.381, 1.974], [6.874, -4.810, -2.981], [3.162, 2.992, -6.481], [-6.612, -4.557, -0.108], [6.516, -2.674, -2.305], [-2.521, 8.676, -0.579], [2.801, 1.192, 4.384], [-2.957, 6.823, 0.567], [-0.839, 0.014, 0.933], [-8.472, 0.566, 3.941], [-0.189, -0.640, -1.078], [1.508, 7.917, 1.373], [-2.027, 4.550, 3.044], [-1.527, -1.136, -4.326], [-6.487, -5.119, -2.175], [2.295, 0.976, -6.980], [-7.113, 2.267, 4.018], [-3.581, 0.706, -3.145], [-4.375, 2.318, -1.829], [-0.848, -2.146, 0.514], [3.342, -4.788, -0.421], [1.396, 2.169, 2.909], [-1.936, 0.383, 7.882], [-5.754, 0.743, -2.683], [3.287, 2.543, -3.582], [-2.798, -5.453, 3.653], [4.780, -3.942, -2.965], [-2.970, 3.347, 1.351], [3.357, 1.281, 2.243], [-3.855, -3.551, 3.154], [-0.885, 4.212, 1.165], [-1.839, -2.462, -4.750], [-1.861, -0.182, 6.583], [-6.075, -5.132, -1.041], [-2.386, 7.450, -0.359], [-7.467, 1.204, 3.585], [4.529, 2.663, -2.946], [3.206, -4.196, 0.799], [-1.011, 5.538, 2.958], [-3.315, -3.926, -5.962], [0.986, -0.871, -6.204], [-3.323, -4.449, 4.029], [-1.719, -4.787, -4.239], [5.250, 1.344, -3.032], [-4.247, -5.632, 0.423], [-3.170, -2.545, -5.264], [4.794, 8.893, 1.231], [4.624, -5.269, -3.317], [2.626, 8.201, 1.095], [3.687, -5.354, -4.507], [4.472, 8.566, -0.199], [-4.469, 0.602, 1.652], [-6.113, -1.036, 0.959], [-3.980, -2.665, 5.183], [2.008, -4.256, 2.962], [-1.567, -2.313, 7.555], [-0.714, 1.221, 0.123], [-2.924, -6.062, 0.553], [2.416, 1.613, 3.177], [-4.841, -0.525, 0.898], [-1.449, -3.389, -3.650], [-3.043, -7.092, -1.652], [4.541, -2.173, 0.621], [-0.541, -1.826, 5.245], [-4.668, -2.630, 3.873], [-0.663, 5.985, 4.368], [0.949, 0.419, -6.976], [-0.108, 1.386, -2.378], [-0.007, 4.967, 2.006], [-0.675, -1.020, 0.138], [-5.606, 2.462, -1.130], [-1.432, 0.247, 4.150], [-0.420, 7.151, -1.759], [-1.356, 4.570, -2.458], [0.138, 1.564, -6.339], [5.679, 3.400, -0.883], [-2.355, -6.819, -0.474], [4.558, 0.968, 2.879], [-7.027, -0.446, 1.816], [3.116, -2.693, 0.623], [-2.049, 3.969, 1.809], [6.144, 8.271, 1.691], [4.251, 3.301, -1.609], [0.455, -0.741, 7.397], [3.816, 4.725, -1.937], [4.109, 0.505, 4.239], [-4.311, -6.571, -1.839], [2.316, -2.223, -0.605], [5.557, 2.155, 2.959], [-5.332, 1.158, 2.532], [-0.673, 1.890, 5.980], [6.427, 2.094, -0.867], [3.139, 2.618, -0.702], [-5.915, 3.872, -0.850], [-4.376, -2.290, -4.331], [2.104, -4.883, 1.568], [-6.596, 0.613, 2.559], [0.076, 0.739, -1.047], [2.565, -6.291, 1.677], [-0.879, -1.214, 6.688], [-3.221, -1.568, -6.396], [5.780, 1.168, -4.443], [-2.170, -3.276, -2.293], [-2.145, 5.365, -1.636], [-4.505, 1.239, -2.623], [6.603, 1.573, -2.290], [0.082, -3.169, -3.474], [2.424, -2.061, 1.923], [4.382, 0.163, -2.654], [2.286, 2.175, -6.396], [-1.605, 6.602, -1.247], [-3.096, 1.564, 5.437], [-6.604, 1.740, -2.094], [-0.241, -0.705, 4.266], [2.696, -2.937, 3.152], [-3.182, -4.927, -4.855], [-1.755, 0.866, 5.567], [6.066, -5.848, -3.475], [-0.123, 5.026, -2.841], [-6.107, -3.015, 3.978], [6.063, -3.695, -2.719], [-4.868, -5.874, -0.771], [0.688, -4.916, 0.896], [0.350, 6.298, -2.506], [2.836, -1.045, 2.035], [0.571, -3.358, -4.439], [-1.634, -3.811, -1.467], [-1.148, 1.326, -2.651], [4.114, 0.109, -1.565], [1.095, 0.875, -0.790], [0.653, 0.298, -8.041], [0.740, -5.284, -0.147], [-1.540, 6.345, 2.400], [-5.909, 4.640, -1.665], [4.660, 5.199, -2.403], [0.665, 4.264, 2.420], [-3.212, 2.303, 6.243], [6.217, 2.138, -4.806], [-0.090, 1.921, 0.737], [-5.227, -2.451, -4.978], [7.411, 2.243, -0.426], [0.440, 0.933, -3.196], [-2.274, -0.281, 3.690], [5.940, 1.348, -0.216], [-2.195, -2.258, -1.884], [-4.116, -0.939, 0.197], [-5.587, 1.887, -0.145], [-3.205, 2.114, 4.496], [6.101, 7.225, 1.878], [5.858, 2.408, 1.927], [2.397, -2.516, 4.118], [3.428, 1.702, -0.289], [3.809, -3.025, 3.224], [6.475, 0.348, -4.516], [1.680, -0.649, -5.350], [7.144, 0.598, -2.400], [-6.918, 3.806, -0.423], [-8.037, -0.839, 1.840], [0.493, -3.978, -2.892], [3.608, -6.368, 2.094], [-3.203, -5.972, -5.155], [6.303, -6.666, -2.870], [-1.290, -2.547, 4.880], [-2.526, -7.608, -2.470], [-6.288, -3.917, 4.623], [6.267, -6.063, -4.506], [6.966, 8.438, 0.966], [-5.091, 2.067, 3.191], [-1.176, 1.103, 3.474], [-2.468, -5.973, 1.505], [-3.192, -1.904, 5.281], [-1.059, -3.220, 7.318], [-6.374, -1.964, 0.438], [6.259, 4.154, -1.415], [2.222, -1.167, -0.574], [-3.859, 0.795, 5.465], [5.509, 3.751, 0.111], [1.327, -2.593, -0.465], [-4.596, -1.615, 3.420], [4.609, 9.337, -0.975], [-3.440, 0.929, 1.559], [3.057, 3.340, 0.177], [-0.868, 2.266, 6.990], [6.454, 1.907, 3.545], [-1.452, -2.163, 8.589], [7.173, 2.310, -2.806], [-0.487, 5.138, 4.996], [0.271, -3.930, 0.871], [-4.495, -2.914, -3.473], [-1.357, -7.191, -0.352], [-1.530, -5.480, -3.414], [-2.476, -4.018, -6.598], [3.408, 0.261, -3.218], [3.069, 4.828, -2.679], [2.373, -4.984, 3.682], [0.360, -2.445, 5.418], [-1.603, 3.566, -2.831], [0.282, 2.396, -2.338], [-2.112, -0.941, -3.574], [4.880, 0.143, 2.188], [5.059, 3.024, 3.419], [-4.238, -4.022, -6.557], [-6.655, -2.196, 4.479], [5.029, 7.643, -0.532], [-3.142, -3.772, -2.250], [3.860, -0.545, 4.250], [2.669, -6.838, 0.739], [4.970, 0.862, -5.154], [-1.624, 6.419, 4.719], [-6.952, 2.459, -2.804], [-0.574, 1.210, -5.591], [3.945, -4.733, -5.342], [0.641, -0.147, 4.550], [2.817, -2.549, -1.491], [4.901, -0.760, -2.921], [1.361, -1.814, 1.805], [-6.567, -3.121, 3.021], [1.961, -6.943, 2.283], [0.010, -1.083, 3.240], [-2.883, -0.503, -6.254], [-0.359, 2.249, -7.102], [-7.425, 1.204, -1.586], [-4.730, -2.626, 5.981], [-0.585, 2.746, 5.248], [-4.872, -6.721, -2.721], [0.380, -2.209, -3.001], [4.140, -5.723, -2.467], [4.920, 9.973, 1.390], [0.048, -1.068, -5.698], [3.708, -6.387, -4.819], [0.890, -4.137, 3.239], [0.171, -5.661, 1.390], [-2.579, -1.958, -7.193], [-3.893, -4.753, -4.082], [-0.103, 8.111, -1.367], [-2.986, 4.974, -1.084], [-4.223, -1.564, -6.829], [-4.727, -4.979, 1.144], [-4.432, -1.230, -4.064], [4.544, -1.101, 0.337], [0.230, 0.148, 7.990], [0.293, 1.462, 5.804], [1.464, -1.626, -6.831], [-2.618, -2.386, 7.380], [4.720, 0.735, 5.116], [0.928, -1.544, 7.963], [2.728, -5.044, -4.132], [2.453, -4.859, -0.807], [6.454, 8.754, 2.644], [3.475, 5.246, -0.969], [0.094, 6.780, 4.404], [1.144, -0.353, 6.672], [-1.660, 1.670, -0.098], [3.429, 2.795, -4.474], [4.923, -2.315, 1.633], [-2.855, 0.237, 8.067], [0.559, 5.738, 1.490], [0.281, 4.279, -3.502], [-5.410, 4.246, 0.018], [-0.987, -5.015, -5.051], [2.126, 2.635, -1.154], [5.267, -2.697, -0.061], [1.388, 6.570, -2.688]],
  "atomic_forces_ev_per_a": [[-1.2293, -0.1182, -1.4002], [0.5654, 0.4474, 0.2829], [-0.5211, -0.8916, -1.3962], [-1.9921, -0.1221, -0.3325], [-0.7912, 1.9664, 0.1172], [-0.1341, -0.5091, 0.5278], [-0.0958, 0.1599, -0.0806], [-0.2170, -0.0848, -0.1698], [0.6564, -2.8086, 0.5539], [0.8296, 0.0339, 0.0932], [0.8537, 1.5236, -1.3338], [-0.6161, 1.4667, -0.2065], [1.2713, 0.9282, -0.4343], [-1.0940, -1.5503, 0.4019], [0.1712, 0.1954, 0.4834], [-0.3831, -1.3907, -1.0205], [-0.4590, -0.0391, 0.1630], [-0.3136, 0.1650, -0.5566], [-0.2043, 0.2142, -0.5653], [-0.5256, 0.5904, 0.6830], [0.8120, -0.1297, -0.5751], [-0.2496, -0.6474, -0.3576], [-0.1564, 0.1423, -0.6389], [0.3527, -0.8391, -1.5756], [-0.0996, -0.1134, 0.1932], [-0.3112, 0.4937, -0.1293], [-0.0661, 1.0418, -0.1087], [-1.1223, -0.6713, 1.1341], [-0.3041, 0.0582, 0.7461], [1.0356, 1.4201, 0.1866], [0.5769, 0.1296, 0.2470], [-1.5574, 1.4680, 0.0843], [-0.4586, -0.6894, -0.4387], [-0.6555, -0.2476, -0.8149], [1.2144, -0.1200, 1.6887], [-0.6074, 0.2039, -0.9431], [-0.8877, 0.0163, 0.5135], [-1.9296, 0.6674, 1.1833], [-1.4163, -1.2000, -0.0065], [0.5687, -0.0395, 0.6102], [-1.1417, 1.5409, 1.7131], [-0.2639, 2.0612, 0.2958], [-0.5257, 0.2777, 1.4276], [1.2389, 1.0159, 1.0286], [1.0518, 0.5381, -0.4910], [-0.2974, 0.1614, -0.3626], [1.0259, 1.5165, 0.3421], [1.0249, 0.5151, 0.1423], [-1.3014, 0.0864, -0.7969], [2.7312, 0.3313, 0.3689], [-0.3913, -1.7673, -0.5200], [1.6372, -0.3843, 0.8982], [0.5892, -0.5045, 0.7801], [0.6596, -0.8756, -1.0212], [1.5007, -1.2858, -0.9474], [-0.1213, -0.8759, -0.1081], [0.3145, 0.8985, 2.0448], [-1.8746, -0.5315, 0.8776], [1.1664, 0.4756, -1.0943], [1.3055, 0.9557, 1.6728], [-1.0417, -1.1587, -0.5501], [0.2603, -0.2035, -0.6197], [0.7384, 0.6404, -0.4410], [0.6428, -0.1648, -0.7136], [0.3452, 0.2147, -0.4761], [0.8876, -0.1067, -0.6897], [0.5433, 0.2613, 1.3472], [0.1534, 1.0272, -0.4587], [-1.3844, 0.8731, -0.7135], [-0.2922, 0.3333, -0.6560], [-0.3208, -0.0030, -0.3398], [-0.2627, 0.1690, 0.2749], [0.6981, -0.9277, -0.1844], [-1.0085, -1.1816, 0.6507], [0.9000, 0.5932, 0.7246], [-0.8924, -0.7542, 1.2021], [-0.7418, 0.0269, 0.1339], [-0.7525, 0.4492, -0.9325], [-1.7010, -0.4006, -1.1197], [-0.2646, 0.3646, 0.3545], [2.0306, -0.7370, -0.6035], [-0.4404, -0.6409, -0.5596], [-0.8712, 0.2772, 1.1606], [-0.0717, 0.2512, 0.3630], [0.1439, 1.5089, 0.4621], [0.5990, -0.8626, -0.2350], [-1.0411, 0.1908, -0.6306], [0.2361, 0.4875, 1.9892], [-1.3689, -0.2718, 0.6442], [0.5730, -0.3074, 1.2224], [0.8440, -1.0937, 1.4527], [-0.5755, -0.2829, -0.7885], [0.1867, 1.9345, 1.0871], [-0.1907, 0.9169, -1.7168], [0.3083, -0.9002, 0.1375], [0.2944, 3.3963, 0.0342], [-1.3721, 1.2178, 0.4281], [0.1475, 0.9566, -0.9213], [-0.0984, 0.5699, -0.8789], [-0.5937, 0.5260, 1.1582], [0.6445, 0.4873, -0.5146], [2.1712, -1.8870, 0.2745], [0.8513, -1.7016, -0.0844], [0.1427, 1.5128, -1.6697], [-1.5833, 0.7378, -1.8865], [0.5107, -0.2971, 1.1348], [0.8819, 0.2500, 1.2591], [0.5918, -0.6719, 0.4569], [-1.0790, -1.7333, 1.0545], [-0.2032, -0.3423, -0.1882], [0.5121, 0.3274, -0.2788], [-0.9250, -0.1080, 0.6777], [0.0631, 0.4329, -0.3331], [-0.1629, 0.4416, -1.3656], [-0.0409, 0.4366, 0.3159], [0.5426, -0.3510, 1.7291], [-0.2834, -0.3512, -1.5673], [1.0238, 0.7080, -0.4403], [2.4753, -0.9998, 0.5659], [0.5906, 0.8240, -1.0238], [-1.2415, 1.5059, -0.3364], [-0.2934, 0.0614, -0.7051], [-0.9174, -0.3476, 1.2547], [1.7446, -0.2021, 0.2871], [0.3021, 0.2182, -0.8693], [2.7025, 1.0895, -1.5986], [1.1767, -0.5081, -0.1761], [0.2538, -0.3690, 0.0019], [-0.1609, 0.7068, -0.0435], [0.1561, 0.2734, -0.9220], [-0.5731, 0.4048, -0.2006], [0.3822, 0.0946, -0.9074], [1.3132, -0.2684, 0.3308], [0.2335, -0.0607, 0.6967], [0.0767, 0.1577, 0.1629], [0.7171, 0.0230, 0.4908], [0.1236, -1.0409, 0.4335], [0.5775, 0.6227, 0.1602], [0.7927, -0.6863, 0.7580], [-0.3152, -0.3152, -0.0686], [-0.2947, -1.0643, 0.2607], [-0.8172, -0.4460, -0.5626], [-0.4930, -0.1406, -0.0409], [0.1802, 0.0767, 0.1255], [0.3707, -0.5535, 0.1664], [-0.1875, 0.0710, 0.3064], [-0.1160, 0.1144, -0.2298], [-0.3693, -0.0581, -0.3699], [-0.0572, -0.1141, 0.2656], [0.3069, 0.6780, -1.2801], [0.3087, -0.0933, 0.0933], [-0.3772, -0.9659, -0.0168], [-0.0451, 0.0675, 0.5543], [-0.2154, 0.2814, -0.2479], [0.2285, -1.5430, 0.3366], [-0.7345, -0.3279, -0.0142], [0.5377, -0.1231, 0.2416], [-0.3598, -0.4058, -0.5620], [-0.2428, 0.7900, 0.6083], [-0.4763, 0.3414, -0.3241], [0.0684, 0.2355, 0.4174], [-0.0105, -0.3479, 0.8017], [-0.8962, 0.3782, -0.1375], [-0.5236, -0.1254, -0.2769], [-0.1944, -1.6373, 0.7825], [-0.0018, 0.5274, 0.1555], [-0.3736, 0.0265, 0.4009], [0.3262, 0.5526, -0.7577], [0.3668, -0.0475, -0.6759], [-0.6125, 0.1273, 0.1905], [-0.3013, -1.7275, -1.2426], [-0.2448, -0.6296, 0.5296], [0.6577, 0.4016, 0.5208], [-0.5833, -0.0604, 0.1703], [0.0871, -1.0572, -0.1091], [0.0241, 0.5446, -0.0409], [0.0092, 0.0011, -0.0707], [0.2317, 1.1202, -0.0971], [-0.4632, 0.0072, 0.1401], [-0.1598, 0.4180, 0.8405], [-0.8234, -0.5435, -0.5504], [0.1781, -0.8084, 0.0472], [0.1965, -0.0992, 0.6463], [-0.1551, 0.2742, 0.0872], [0.0081, -0.9246, -0.8105], [0.3778, -0.1571, -0.2763], [-0.3686, -0.1013, -0.1967], [0.3337, 0.4976, 1.4062], [0.3435, 0.5977, -0.7335], [0.6328, -0.4570, 0.3887], [-0.7167, 0.1740, 0.2653], [0.1083, -0.2891, 0.4946], [0.3762, -0.1284, 0.0403], [-0.2435, -0.2522, -0.2160], [0.8650, -0.1697, -0.9902], [1.0732, -0.2782, 0.5166], [-1.2144, -0.4099, -0.4706], [0.1589, -0.0378, 0.1782], [-0.2733, 0.2210, -0.1096], [-0.5148, 0.6414, 0.5715], [-0.2892, 0.2884, 0.1072], [-0.0167, 0.2165, -0.1229], [0.6847, 0.5287, 1.2112], [0.1657, -0.2508, -0.1252], [0.2136, 0.2340, 0.3852], [0.3081, -0.2024, -0.1628], [-0.6814, 0.7128, 0.2456], [-0.1340, 0.4279, -0.3140], [0.0878, -0.4201, 0.0210], [-0.2775, 0.3703, -0.3204], [0.3939, 0.4786, 0.4093], [0.6742, -0.0556, 0.1177], [-0.3948, 0.2021, -0.8497], [0.0300, 0.0817, -0.0864], [0.4564, 0.4186, -0.3367], [0.2456, 0.1124, 0.3558], [-0.0062, -0.1139, -0.8255], [-0.2012, -0.0563, 0.0478], [-0.0376, -0.7772, -0.2148], [-0.2795, -0.3693, -0.7126], [-0.6062, 0.0847, 0.5297], [-0.3298, 0.0245, 0.8326], [-0.5306, -1.1289, 0.4499], [0.2919, -1.1748, 0.7999], [0.3655, 0.4920, -0.2201], [0.4434, 0.3295, 0.1485], [-0.7860, -0.5681, 0.7096], [-0.3740, -0.0161, -0.8050], [-0.3340, -0.6197, -0.5144], [-0.1739, -0.5050, 0.2989], [-0.5401, -0.0829, 0.0014], [-0.2375, -0.6474, -0.6083], [-0.4992, -0.3610, -0.2585], [1.5806, -0.0500, -0.5283], [-1.6078, -1.1075, 1.2972], [0.0896, 0.1072, 0.0132], [-0.7378, -0.1235, 0.5250], [0.1178, -0.0719, -0.3381], [-0.4128, 0.0955, -0.3067], [-0.1080, 0.1869, 0.0617], [0.1579, -0.3476, 0.0598], [0.1648, -0.2711, 0.2333], [0.0921, -0.4350, 0.2310], [0.0508, -0.5292, 0.4746], [0.6857, -0.3760, 0.7624], [-0.4949, -0.3386, 0.3355], [-0.5519, -0.1314, -0.4524], [-0.0435, 0.2560, -0.4126], [-0.1286, 0.1200, 0.0713], [-0.6786, -0.1079, -0.1925], [0.0067, 0.1595, -0.1726], [-0.1624, -0.3134, -0.5828], [0.6019, -0.4637, -1.4589], [-0.0602, -0.4998, -0.0254], [0.5957, -0.1466, -0.5827], [-0.7992, 0.0051, -0.0555], [0.4174, 0.7376, -1.4425], [0.2632, 0.2397, 0.0029], [-0.6954, 0.0887, 0.5606], [-0.3544, -0.0346, -0.4057], [1.4940, 0.4639, -0.1862], [0.9951, 0.2420, 0.1873], [-0.4228, 0.2442, 0.5228], [0.8455, -0.2391, -0.0593], [-1.0005, 0.3862, 0.4510], [-0.2869, 0.0253, -0.4439]],
  "charge": 0,
  "largest_force_ev_per_a": 3.41,
  "homo_lumo_gap_ev": 7.7936,
  "e_homo_ev": -8.263,
  "lumo_energy_ha": -0.0172
}